<1>
This record from OMol25 describes O5S2 as an isolated structure. The level of theory is ωB97M-V with the def2-TZVPD basis set.

Last column: Löwdin charge in e.
Geometry (Å):
O (0.4205, 0.5010, -1.2683)  -0.58
O (0.3940, -0.7851, 0.7667)  -0.68
S (-1.3496, -0.4334, 0.5391)  0.52
O (2.6675, -0.0471, -0.1668)  -0.65
O (-1.6435, 0.9265, 1.0170)  -0.58
O (-1.7003, -0.6547, -0.8695)  -0.57
S (1.2114, 0.4928, -0.0181)  0.54

Summary:
total charge	-2
E_LUMO	6.56	eV
HOMO energy	0.83	eV


<2>
This record from OMol25 describes an isolated ion of composition O5S2 and charge -2. The level of theory is ωB97M-V with the def2-TZVPD basis set.

Last column: Löwdin charge in e.
Geometry (Å):
O (-2.2420, 0.7711, -0.8145)  -0.60
O (2.4435, 0.4656, -1.2359)  -0.77
O (1.0056, 1.0977, 1.1083)  -0.53
S (0.8714, 0.0566, 0.0927)  0.45
S (-1.5691, -0.3816, -0.1754)  0.56
O (1.1043, -1.2552, 0.5780)  -0.53
O (-1.8956, -0.5596, 1.2314)  -0.57

Summary:
structure (SMILES)	O=S(=O)=S(=O)([O-])[O-]
total charge	-2
E_LUMO (alpha / beta)	6.09 / 6.14	eV
HOMO energy (alpha / beta)	0.10 / 1.04	eV


<3>
This record from OMol25 describes a 2-piece molecular cluster, O5S2 overall. The level of theory is ωB97M-V with the def2-TZVPD basis set.

Last column: Löwdin charge in e.
Geometry (Å):
O (-2.1643, 0.8153, 1.7200)  -0.77
O (1.5107, -0.5102, -1.0790)  -0.48
O (-1.5735, -1.2678, -0.7312)  -0.72
S (0.8850, 0.1610, 0.0955)  0.20
O (1.2648, 1.5655, 0.1819)  -0.46
S (-1.2447, 0.1701, -0.3308)  0.68
O (1.2660, -0.5871, 1.3205)  -0.45

Summary:
total charge	-2
E_LUMO (alpha / beta)	6.55 / 6.54	eV
HOMO energy (alpha / beta)	-0.40 / -0.19	eV


The least stable of them is <3>.


<1>
This record from OMol25 describes one molecule with the formula C4H6INS. The level of theory is ωB97M-V with the def2-TZVPD basis set.

Last column: Löwdin charge in e.
Geometry (Å):
H (0.3093, -0.7585, 1.1578)  0.08
C (0.4189, 0.1016, 0.5443)  -0.65
H (0.8613, -0.9962, -1.3391)  0.10
H (-0.7180, 1.6003, -0.3445)  -0.02
H (-1.6268, 0.8530, 1.1096)  0.13
H (-1.2530, 0.0704, -0.6455)  0.09
N (1.3619, 0.8276, -1.6260)  -0.04
I (0.6985, 3.4157, -3.1188)  0.76
C (1.2465, -0.2416, -0.7549)  -0.29
C (-0.9167, 0.7269, 0.1681)  -0.17
S (1.4170, 1.4050, 1.5334)  0.61
C (0.7132, 1.8605, -1.7411)  -0.69
H (2.2087, -0.6363, -0.4797)  0.11

Summary:
total charge	0
E_LUMO (alpha / beta)	-0.79 / -1.99	eV
HOMO energy (alpha / beta)	-9.38 / -7.62	eV


<2>
This record from OMol25 describes a 2-piece molecular cluster, C4H6INS overall. The level of theory is ωB97M-V with the def2-TZVPD basis set.

Last column: Löwdin charge in e.
Geometry (Å):
H (-2.0859, -1.9157, 0.1279)  0.09
S (0.9339, 0.4101, -2.3358)  0.66
C (-0.9958, -1.6392, 0.0577)  -0.13
C (-1.1230, -0.1706, 0.0004)  -0.31
N (1.8572, 1.0097, -1.2844)  -0.70
H (-0.2402, 0.1895, 1.7275)  0.03
C (2.1051, 1.4495, -0.1963)  -0.78
H (-0.6828, 1.7222, 0.7908)  0.05
H (-1.6862, 0.1917, -0.8768)  0.09
H (-0.4414, -2.0755, -0.8441)  0.09
I (3.5118, 2.1910, 1.0097)  0.91
C (-0.5923, 0.6729, 0.8932)  -0.04
H (-0.5605, -2.0356, 0.9302)  0.05

Summary:
structure (SMILES)	[S-][N+]#CI.C=CC
total charge	0
E_LUMO	-0.81	eV
HOMO energy	-8.39	eV


The least stable of them is <1>.


<1>
This record from OMol25 describes one molecule with the formula C4H7Cl. The level of theory is ωB97M-V with the def2-TZVPD basis set.

Last column: Löwdin charge in e.
Geometry (Å):
H (-0.6711, -1.2054, 1.6238)  0.08
H (1.5348, 0.4497, -1.2354)  0.07
C (-0.2207, -0.2547, 1.3632)  -0.09
C (-0.9141, -0.8811, -0.9903)  0.04
Cl (1.8493, 1.7432, 0.6865)  0.45
H (-1.5178, -1.7382, -0.7553)  0.06
C (0.7300, 0.8234, -0.6084)  -0.42
H (-0.8374, -0.7450, -2.0646)  0.07
H (0.8045, -0.1744, 1.6846)  0.02
H (0.2685, 1.6288, -1.2057)  0.09
H (-0.8890, 0.5705, 1.6526)  0.10
C (-0.1371, -0.2167, -0.1512)  -0.46

Summary:
structure (SMILES)	C=C(C)CCl
total charge	0
E_LUMO	0.96	eV
HOMO energy	-9.60	eV


<2>
This record from OMol25 describes one molecule with the formula C4H7Cl. The level of theory is ωB97M-V with the def2-TZVPD basis set.

Last column: Löwdin charge in e.
Geometry (Å):
H (-1.2136, -1.0900, -1.2948)  0.10
H (-1.1550, 1.2824, 0.2891)  0.07
H (0.7019, -1.4004, 1.3258)  0.06
H (-0.1627, 1.9062, -1.0830)  0.11
C (0.4573, 0.1401, -0.1163)  -0.97
C (-0.2593, -0.9483, -0.7917)  -0.11
H (0.4686, -1.7154, -1.0815)  0.08
Cl (2.1969, -0.0322, -0.0628)  0.69
C (-0.0848, -0.8811, 0.8166)  -0.15
H (0.3162, 2.0111, 0.7360)  0.06
C (-0.1596, 1.4902, -0.0316)  -0.08
H (-1.1059, -0.7625, 1.2943)  0.12

Summary:
structure (SMILES)	CC1(Cl)CC1
total charge	0
E_LUMO	1.05	eV
HOMO energy	-9.81	eV


The least stable of them is <2>.


<1>
This record from OMol25 describes an isolated ion of composition C5H12NO and charge +1. The level of theory is ωB97M-V with the def2-TZVPD basis set.

Last column: Löwdin charge in e.
Geometry (Å):
C (1.6565, -0.9480, -1.8999)  -0.05
H (2.4578, -0.0732, -0.0869)  0.14
H (1.8086, -1.7853, 0.1936)  0.15
H (-0.3363, 0.1558, 2.0801)  0.08
H (2.0508, -0.0230, -2.3036)  0.08
N (0.4003, -0.2349, 1.5969)  0.27
H (1.2657, -0.4970, 1.9974)  0.15
H (0.7030, -1.0375, -2.2709)  0.03
H (-2.5525, 1.6771, -0.1478)  0.14
C (0.3246, -0.2281, 0.3151)  -0.14
C (-2.1620, 0.8238, 0.4538)  -0.17
H (-2.3237, 1.1767, 2.3868)  0.09
H (-0.5499, 1.5683, -0.4433)  0.14
H (-1.1771, 0.1230, -1.2876)  0.14
C (-0.8352, 0.5351, -0.3203)  -0.06
H (-2.8463, 0.0105, 0.6200)  0.13
H (2.1798, -1.7728, -2.2871)  0.07
O (-1.6795, 1.3078, 1.7214)  -0.07
C (1.6154, -0.7783, -0.3179)  -0.12

Summary:
structure (SMILES)	CCC(=[NH2+])CCO
total charge	+1
E_LUMO	-4.38	eV
HOMO energy	-15.17	eV


<2>
This record from OMol25 describes a 2-piece molecular cluster, C5H12NO overall. The level of theory is ωB97M-V with the def2-TZVPD basis set.

Last column: Löwdin charge in e.
Geometry (Å):
O (-0.5668, -1.0797, 1.5466)  -0.03
H (0.0676, -2.7898, 2.6885)  0.14
H (-1.1548, -3.1058, 1.3721)  0.10
N (0.2542, 0.8685, 0.1450)  -0.20
H (-1.1550, 2.1343, -0.6627)  0.11
C (-0.6009, -2.2413, 1.8391)  -0.07
H (-1.6253, 0.3280, -0.7897)  0.10
C (0.6556, 0.8881, 1.3390)  0.15
C (1.0940, 0.4780, -0.9532)  -0.20
H (0.9246, -1.7516, -1.3204)  0.12
H (1.6825, 0.6691, 1.5299)  0.13
H (1.3470, -0.6325, -2.6278)  0.07
H (2.1418, 0.2497, -0.6215)  0.15
C (0.6479, -0.7130, -1.8101)  -0.07
H (-0.4527, -0.7582, -2.2410)  0.12
H (-1.6784, 1.0359, 0.6762)  0.13
H (0.0812, 1.2638, 2.1662)  0.13
H (1.0801, 1.4032, -1.5303)  0.14
C (-1.1038, 1.1359, -0.3036)  0.01

Summary:
total charge	+1
E_LUMO	-3.93	eV
HOMO energy	-14.35	eV


The least stable of them is <2>.